[1]
58
Properties=species:S:1:pos:R:3:nbo_charge:R:1 method="wB97M-V/def2-TZVPD" e_homo_ev="-2.544 / -4.080" energy_ha=-1950.9716 molar_mass_g_mol=352.4 multiplicity=4 de_lowest_kj_mol=0.00 lumo_ev="2.274 / 2.270" gap_ev="4.8 / 6.4" total_charge=-1
V -21.29839 16.44333 -3.06038 1.40
O -19.26860 18.96045 -1.40002 -0.80
H -18.60664 18.73717 -2.07972 0.56
H -18.82651 18.93969 -0.53948 0.53
H -20.13597 18.44100 -1.41912 0.58
C -22.65886 20.18601 -1.06371 -0.62
C -22.72640 18.67065 -0.81516 0.12
C -24.06174 18.04588 -1.08415 -0.62
O -21.71048 17.98301 -1.48168 -0.96
H -22.90833 20.46147 -2.08992 0.19
H -21.81568 20.76361 -0.68025 0.20
H -23.42297 20.56388 -0.36854 0.19
H -22.48387 18.62255 0.26120 0.12
H -24.30061 17.93560 -2.14232 0.21
H -24.87045 18.70119 -0.73610 0.19
H -24.21990 17.05658 -0.65789 0.22
C -22.57938 13.65308 -0.90119 -0.62
C -23.00747 13.78103 -2.36233 0.12
C -24.39672 14.38431 -2.52005 -0.62
O -22.04857 14.38090 -3.16606 -0.97
H -23.37890 13.15489 -0.33988 0.18
H -22.44221 14.66091 -0.49597 0.20
H -21.69338 13.05255 -0.69831 0.21
H -23.14268 12.73249 -2.68566 0.10
H -25.09222 13.96566 -1.78001 0.18
H -24.90932 14.18893 -3.46147 0.19
H -24.32758 15.44034 -2.25206 0.20
C -19.37574 16.36483 0.42732 -0.63
C -18.59972 15.95754 -0.84537 0.12
C -18.43945 14.42146 -0.83904 -0.61
O -19.28391 16.21157 -2.02757 -0.96
H -18.81188 16.11581 1.33300 0.18
H -20.23405 15.69081 0.39472 0.22
H -19.68995 17.40358 0.54594 0.16
H -17.56285 16.31731 -0.71686 0.09
H -17.94079 14.04388 0.06559 0.16
H -17.78787 14.08718 -1.64950 0.20
H -19.36012 13.85774 -0.99291 0.21
C -20.80044 17.23664 -7.00492 -0.62
C -19.96717 17.90428 -5.90910 0.11
C -20.37598 19.38341 -5.70724 -0.63
O -19.94590 17.18599 -4.72569 -0.96
H -20.80221 16.15097 -7.04026 0.22
H -20.53196 17.72916 -7.94555 0.18
H -21.83135 17.56143 -6.81734 0.17
H -18.91323 17.88472 -6.23082 0.11
H -21.23197 19.53158 -5.03502 0.18
H -20.73639 19.90487 -6.60173 0.18
H -19.63353 19.99993 -5.19426 0.19
C -25.41862 16.72014 -4.81783 -0.64
C -23.95246 16.45826 -5.20701 -0.07
O -23.14003 17.13409 -4.20490 -0.73
H -26.10804 15.99298 -5.25183 0.21
H -25.75803 17.66420 -5.25844 0.19
H -25.57270 16.84699 -3.74927 0.22
H -23.83599 16.93004 -6.18178 0.17
H -23.70532 15.40200 -5.18205 0.22
H -23.27764 18.07714 -4.33736 0.48

[2]
98
Properties=species:S:1:pos:R:3:mulliken_charge:R:1 method="wB97M-V/def2-TZVPD" e_homo_ev=-12.427 energy_ha=-6742.9305 molar_mass_g_mol=1267.3 multiplicity=1 lumo_ev=-7.574 gap_ev=4.9 total_charge=+1
Hf -5.75955 11.67507 -18.13475 1.24
P -3.12489 9.71051 -17.90520 1.27
F -2.37153 9.94617 -16.47795 -0.34
F -4.48230 9.97258 -17.08586 -0.43
F -3.31436 11.27663 -18.05910 -0.45
F -4.02108 9.67189 -19.22820 -0.30
F -1.74225 9.52793 -18.68895 -0.32
F -3.39199 8.10969 -17.63268 -0.34
P -3.99381 15.12627 -18.17516 2.79
F -2.50667 14.53060 -18.39641 -0.40
F -4.57047 13.62927 -18.17815 0.55
F -3.88916 15.08509 -16.58318 -0.49
F -5.50948 15.64918 -17.93475 -0.27
F -3.43674 16.63607 -18.12036 -0.45
F -4.23716 15.11834 -19.82651 -0.14
N -5.51869 11.62417 -20.39055 0.24
S -6.22929 11.30359 -21.78240 0.73
O -5.82646 10.09265 -22.56945 -0.52
O -6.90634 12.37154 -22.49487 -0.43
F -7.57752 10.64682 -21.08239 -0.41
S -4.17398 12.06587 -21.50426 0.88
O -4.13155 13.37755 -22.16948 -0.38
O -3.36510 10.90698 -21.87186 -0.52
F -3.38074 12.46838 -20.19036 -0.17
C -3.65214 18.03562 -21.73315 -0.50
N -3.77672 17.10644 -22.85171 0.96
O -4.73160 16.34408 -22.79364 -0.51
O -3.03648 17.17961 -23.79904 -0.57
H -4.15718 18.94833 -22.04938 0.37
H -2.61992 18.33580 -21.55280 0.21
H -4.19030 17.62420 -20.87921 0.00
C -0.22311 16.54768 -19.18069 -0.74
N 0.13620 17.91222 -19.59382 0.99
O 0.57666 18.60987 -18.71109 -0.56
O 0.02906 18.19541 -20.78904 -0.56
H -0.85377 16.02466 -19.89958 0.25
H -0.70869 16.69125 -18.21544 0.26
H 0.69817 15.98871 -19.01672 0.37
O -4.56540 12.38866 -16.07272 -0.67
S -3.82666 12.71318 -14.83726 0.97
O -4.35745 13.69812 -13.92390 -0.48
O -3.75318 11.23443 -14.05676 -0.32
C -2.75207 10.94475 -13.02216 -0.36
C -2.95676 11.78910 -11.85630 -1.04
C -1.98690 12.91852 -15.13461 -0.88
H -1.74990 10.92192 -13.45022 0.33
H -2.95358 9.90430 -12.76729 0.37
H -2.09336 11.70345 -11.19652 0.43
H -3.84876 11.53572 -11.28338 0.26
H -2.93808 12.85886 -12.06452 0.28
H -1.54690 11.99114 -15.50129 0.35
H -1.56167 13.14410 -14.15665 0.49
H -1.84036 13.75051 -15.82340 0.19
O -8.86884 15.16731 -18.67621 -0.72
S -7.96311 14.48575 -19.55037 0.91
O -6.92675 13.56475 -19.06554 -0.21
O -8.89470 13.57010 -20.63017 -0.27
C -9.93860 14.32623 -21.28558 -0.34
C -9.69456 14.35275 -22.79349 -1.07
C -7.19165 15.64784 -20.74793 -0.26
H -10.12398 15.33408 -20.91414 0.34
H -10.90593 13.82427 -21.30582 0.43
H -8.89382 15.07057 -22.97139 0.24
H -10.60803 14.62007 -23.32473 0.44
H -9.35937 13.39604 -23.19407 0.24
H -6.82173 14.98116 -21.52690 0.32
H -6.31620 16.08960 -20.27197 -0.45
H -7.96631 16.33389 -21.09047 0.66
O -5.12052 21.38975 -17.99198 -0.61
S -4.35813 20.15628 -17.78244 1.09
O -3.30541 19.67834 -18.76196 -0.49
O -3.57101 20.16504 -16.29543 -0.25
C -4.27123 20.70627 -15.18387 -0.19
C -3.24828 21.28188 -14.17692 -1.25
C -5.65298 18.77379 -17.53968 -0.89
H -4.85463 19.86788 -14.80329 0.27
H -4.86327 21.58125 -15.45220 0.33
H -2.74014 20.46426 -13.66565 0.31
H -3.71490 21.95152 -13.45446 0.37
H -2.44883 21.84551 -14.65785 0.33
H -5.20567 18.06237 -16.84549 0.12
H -5.93422 18.24248 -18.44892 0.33
H -6.53493 19.25464 -17.11653 0.52
O -7.15193 13.16953 -16.68481 -0.78
S -7.76691 13.79505 -15.47632 0.50
O -9.20059 13.96660 -15.35804 -0.54
O -7.13894 12.99382 -14.19395 -0.13
C -7.77926 13.15395 -12.90754 -0.35
C -6.70100 13.72730 -11.99306 -0.88
C -6.98994 15.52804 -15.25632 -0.57
H -8.14575 12.23187 -12.45639 0.35
H -8.62224 13.84239 -12.96710 0.37
H -6.97725 13.54608 -10.95433 0.49
H -6.37422 14.75929 -12.12079 0.28
H -5.81108 13.10520 -11.89751 0.00
H -7.54342 16.15256 -15.95756 0.44
H -5.97071 15.30549 -15.57216 -0.16
H -7.24287 15.92919 -14.27489 0.55

[3]
67
Properties=species:S:1:pos:R:3:nbo_charge:R:1 method="wB97M-V/def2-TZVPD" e_homo_ev=-11.355 energy_ha=-3928.5381 molar_mass_g_mol=609.4 multiplicity=1 lumo_ev=-1.962 gap_ev=9.4 total_charge=+1
Zn 1.58031 -0.23759 0.51183 1.27
C -0.58375 2.28476 -1.99441 -0.40
N -1.21877 1.99707 -0.72228 -0.83
C -2.51281 1.34630 -0.75849 -0.41
P -0.32317 2.19219 0.63861 2.53
O 1.07944 1.72828 0.52483 -1.20
O -1.11916 1.35817 1.79214 -1.10
P -1.00112 -0.23199 2.09437 2.51
O -0.31110 -0.90392 0.95939 -1.20
N -2.53470 -0.75951 2.33057 -0.81
C -3.36328 -0.07157 3.30174 -0.41
C -3.22138 -1.64321 1.41159 -0.40
N -0.27547 -0.25444 3.58991 -0.80
C -0.08054 -1.59191 4.13487 -0.42
C 0.76639 0.68030 3.97165 -0.41
N -0.42099 3.76288 1.11620 -0.79
C 0.49912 4.23571 2.13237 -0.42
C -1.70871 4.42906 1.11980 -0.41
H -1.19090 2.99161 -2.56542 0.21
H -0.45113 1.37098 -2.58460 0.19
H 0.39061 2.73456 -1.81234 0.23
H -3.03374 1.66533 -1.66028 0.22
H -3.10025 1.64002 0.11033 0.21
H -2.41690 0.25617 -0.76487 0.20
H -2.72278 0.46943 3.99388 0.23
H -3.95756 -0.79285 3.86355 0.21
H -4.04273 0.63524 2.81850 0.19
H -2.49622 -2.04575 0.70982 0.23
H -4.00723 -1.11630 0.86436 0.19
H -3.67590 -2.46755 1.96332 0.21
H -0.94244 -2.20099 3.87476 0.22
H -0.01230 -1.52134 5.21862 0.21
H 0.82319 -2.07236 3.75665 0.22
H 0.56437 1.65620 3.53698 0.21
H 1.76577 0.35387 3.65652 0.20
H 0.76222 0.77222 5.05949 0.22
H 1.40878 3.64214 2.07679 0.23
H 0.07269 4.16311 3.13712 0.19
H 0.74191 5.27730 1.92848 0.22
H -2.27287 4.13966 0.23587 0.22
H -1.53882 5.50481 1.08644 0.22
H -2.29881 4.19872 2.01234 0.19
C 1.99083 -1.69798 -5.23417 -0.63
C 2.02504 -0.57780 -4.21677 -0.68
Sb 1.51421 -1.19435 -2.17498 0.83
C 2.93008 -2.84945 -2.03635 -0.70
C 4.37751 -2.38153 -2.04315 -0.63
C -0.17760 -2.49408 -2.61582 -0.70
C -1.33865 -1.75566 -3.25377 -0.62
H 2.22873 -1.30496 -6.22084 0.23
H 1.00781 -2.15499 -5.28648 0.21
H 2.71707 -2.46934 -4.99949 0.21
H 1.33375 0.21684 -4.49837 0.22
H 3.02218 -0.14188 -4.16308 0.23
H 2.74576 -3.52123 -2.87578 0.22
H 2.70216 -3.39082 -1.11389 0.23
H 4.61298 -1.87447 -2.97666 0.20
H 5.04719 -3.23310 -1.94311 0.23
H 4.57510 -1.69459 -1.22015 0.21
H -0.48330 -2.93606 -1.66904 0.23
H 0.18487 -3.28958 -3.26565 0.23
H -1.74138 -0.99908 -2.58105 0.19
H -2.13793 -2.45060 -3.50245 0.22
H -1.02415 -1.26541 -4.17084 0.21
F 2.83543 -2.15006 2.34156 -0.52
B 3.06709 -1.10025 1.55239 0.54
F 4.36596 -0.86439 1.49693 -0.51